81
Properties=species:S:1:pos:R:3:forces:R:3 method="wB97M-V/def2-TZVPD" homo_energy_ha=-0.21382 de_lowest_kj_mol=0.0 orbital_gap_ev=5.55 lumo_ha=-0.0097 multiplicity=1
O -1.906175 0.145667 -1.688088 -0.64 -0.29 -0.90
O -1.269419 -1.982926 -2.619041 0.28 -0.32 0.04
C -3.330408 0.010694 -1.235443 0.71 0.06 -0.38
C -3.878990 1.336015 -0.785438 -0.13 0.08 0.29
H -3.280108 -0.713745 -0.422889 0.08 0.09 -0.04
H -3.900797 -0.411030 -2.074215 0.11 0.05 0.25
H -3.298867 1.748885 0.050830 -0.07 -0.10 -0.30
H -4.900518 1.160312 -0.427130 0.15 0.09 -0.07
H -3.932392 2.062563 -1.602706 0.01 -0.09 0.17
C -1.732781 0.991348 -2.917850 0.03 -0.15 1.04
C -2.612407 0.540416 -4.050710 -0.31 -0.14 -0.30
H -0.666274 0.903611 -3.143546 -0.14 0.03 0.12
H -1.942971 2.014091 -2.589178 0.17 -0.21 -0.17
H -2.527312 -0.541034 -4.238385 -0.05 0.39 0.12
H -2.303614 1.049161 -4.968896 -0.06 0.04 0.13
H -3.661784 0.796032 -3.858892 0.22 -0.08 -0.18
C 0.107278 -2.141139 -3.136898 -0.75 -0.18 0.54
C -2.089539 -3.176978 -2.366179 0.65 0.50 -0.01
C 0.107521 -1.927761 -4.621369 0.10 0.05 -0.50
H 0.432769 -3.148454 -2.850374 0.04 0.25 -0.02
H 0.703347 -1.393354 -2.604708 -0.06 -0.19 0.00
H -0.519958 -2.668504 -5.133147 0.17 0.28 0.10
H 1.129095 -2.037605 -4.996829 -0.09 0.04 0.01
H -0.238394 -0.916646 -4.880578 0.09 -0.32 0.07
C -2.585338 -3.746418 -3.666761 -0.23 -0.29 -0.22
H -2.905699 -2.834669 -1.724499 0.19 -0.03 -0.06
H -1.462422 -3.883138 -1.808743 -0.22 0.12 -0.01
H -3.043717 -2.980468 -4.307253 0.16 -0.15 0.22
H -3.352140 -4.494167 -3.448198 0.08 -0.01 -0.05
H -1.782216 -4.246433 -4.217572 -0.17 0.10 0.05
H -1.535605 -0.929660 -2.030151 -0.27 0.49 0.24
Hg 0.179873 0.507607 0.885890 -0.12 0.49 0.20
C -0.593947 -1.448504 0.838229 -0.13 -0.48 -0.20
Si -0.348008 -2.903146 2.005951 -0.48 0.76 -0.61
H -1.674131 -1.205955 0.915301 0.32 -0.07 0.08
H -0.482441 -1.841951 -0.195304 0.08 0.01 0.45
C -2.093132 -3.598589 1.984300 -0.24 -0.40 0.17
C 0.141264 -2.671999 3.781554 0.18 0.11 0.60
C 0.849098 -4.073123 1.183252 0.29 -0.48 -0.17
C 0.040137 2.567983 0.343496 0.13 0.41 -0.29
Si 1.270736 3.304019 -0.864842 -0.67 -0.41 0.73
H 0.087009 3.112837 1.295799 -0.09 -0.04 -0.15
H -0.981616 2.699595 -0.064140 0.28 0.01 0.19
C 0.337194 4.199581 -2.233784 -0.06 0.35 -0.22
C 2.297900 1.978694 -1.703664 0.41 -0.27 -0.34
C 2.408529 4.471044 0.044893 0.24 0.34 0.05
H 0.789487 -3.992200 0.088180 -0.03 -0.06 0.19
H 0.630452 -5.114429 1.458889 0.15 0.15 -0.06
H 1.888000 -3.858551 1.467893 -0.21 -0.04 -0.04
H -2.813546 -2.810229 2.252279 0.23 -0.19 0.03
H -2.208582 -4.423955 2.696396 -0.17 0.00 -0.17
H -2.360908 -3.949025 0.976543 0.04 -0.03 0.18
H -0.251734 -1.748898 4.230852 0.04 -0.16 -0.20
H 1.231639 -2.658578 3.920689 -0.22 0.06 -0.09
H -0.247145 -3.521680 4.371798 0.13 0.26 -0.20
H 2.034759 1.887166 -2.767869 0.13 0.00 0.14
H 2.155700 0.996019 -1.236925 0.05 0.18 -0.02
H 3.366035 2.229851 -1.638246 -0.17 -0.14 -0.13
H 3.132213 4.957208 -0.625913 -0.13 -0.11 0.14
H 2.976959 3.935552 0.820290 -0.17 0.08 -0.17
H 1.832328 5.264069 0.543395 0.13 -0.19 -0.09
H 1.000268 4.908427 -2.752412 -0.21 -0.16 0.01
H -0.511348 4.767758 -1.826251 0.21 -0.08 -0.09
H -0.058416 3.499823 -2.986421 0.12 0.15 0.17
Br -1.098298 2.102643 5.948876 0.09 0.04 0.13
C 0.687660 1.924888 5.378117 1.30 -0.33 -1.01
C 1.764584 2.271988 6.189009 0.62 -0.21 -0.59
C 3.078788 2.112253 5.743199 -0.63 -0.01 -0.03
Br 4.484752 2.598091 6.937700 -0.03 -0.02 -0.05
C 3.382683 1.623391 4.438645 -0.14 0.18 0.23
C 4.695295 1.457495 3.927011 0.06 -0.13 -0.36
C 4.895593 1.003526 2.634421 -0.42 0.18 0.56
C 3.758322 0.723669 1.852735 -0.48 0.07 0.14
N 2.517124 0.869771 2.308385 0.42 -0.42 -0.58
C 2.300153 1.288028 3.566601 -0.08 0.36 0.95
C 0.906098 1.388091 4.062123 -1.18 -0.15 0.06
O -0.091410 1.000834 3.380078 0.68 -0.01 -0.36
H 1.574495 2.665179 7.172506 0.06 0.07 0.22
H 5.530488 1.695455 4.578565 -0.05 -0.04 -0.16
H 5.889369 0.860653 2.215946 -0.17 0.06 0.16
H 3.879509 0.362954 0.820818 -0.17 0.19 0.43